Formula: C16H19N3O5S2
Source: OMol25
Level of theory: ωB97M-V/def2-TZVPD

Values from the calculation:
E_HOMO = -8.142 eV
E_tot = -1957.240291 a.u.
relative energy (zero: lowest compared OMol25 entry of this formula, charge and spin) = 401.1 kcal/mol

```
! wB97M-V def2-TZVPD RIJCOSX def2/J DEFGRID3
* xyz 0 1
C 5.18 2.17 1.98
H 5.81 1.38 2.25
H 4.58 2.48 2.69
H 5.72 2.91 1.28
S 4.09 1.40 0.63
O 4.86 0.69 -0.13
O 3.11 2.42 0.51
N 3.51 0.14 1.83
C 2.30 0.57 2.49
H 2.28 1.68 2.79
C 1.09 0.29 1.73
N 1.09 -0.99 1.07
C -0.27 -1.23 0.39
C -1.33 -0.56 0.39
C -2.46 -0.94 -0.36
C -2.64 -2.21 -0.38
C -1.69 -3.03 -0.25
C -0.42 -2.64 0.34
H 0.32 -3.57 0.44
H -1.77 -4.23 -0.30
N -3.78 -2.80 -1.11
O -4.69 -1.99 -1.00
O -3.93 -4.06 -1.21
S -3.79 0.18 -0.52
C -2.95 1.62 -0.60
C -1.92 2.05 -1.28
C -1.67 2.21 -2.67
C -0.25 2.19 -2.76
C 0.28 2.68 -1.44
O -0.78 2.48 -0.57
H 1.26 2.72 -1.20
H 0.34 2.41 -3.83
H -2.37 1.76 -3.33
H -2.87 2.12 0.55
H -3.88 2.56 -0.78
H -1.21 0.37 0.65
C 2.21 -1.37 0.30
H 2.01 -2.27 0.35
C 3.37 -1.20 1.46
H 4.38 -1.46 1.07
H 3.08 -1.75 2.38
H 2.44 -0.60 -0.13
H 0.17 0.73 2.25
H 1.10 1.34 0.80
H 2.21 -0.04 3.44
*
```

=====

Formula: C16H19N6OPdS
Source: OMol25
Level of theory: ωB97M-V/def2-TZVPD

Values from the calculation:
E_HOMO = -3.327 eV
E_tot = -1550.979621 a.u.

```
! wB97M-V def2-TZVPD RIJCOSX def2/J DEFGRID3
* xyz -1 1
Pd -0.64 -1.31 0.85
O -3.07 -0.83 0.07
C -3.51 0.20 0.63
C -4.84 0.23 1.20
C -5.37 1.34 1.79
C -4.63 2.53 1.90
C -3.36 2.54 1.38
C -2.78 1.43 0.76
C -1.44 1.56 0.20
N -0.57 0.61 -0.10
C 0.56 1.23 -0.60
C 0.37 2.58 -0.62
N -0.90 2.77 -0.11
H -5.41 -0.69 1.12
H -6.38 1.29 2.20
H -5.04 3.41 2.39
H -2.77 3.46 1.50
H 1.40 0.67 -0.94
H 0.98 3.39 -0.95
H -1.38 3.64 -0.03
C 3.30 -0.05 -5.26
C 3.35 -1.49 -4.78
C 2.85 -1.64 -3.38
N 1.62 -1.88 -3.09
N 1.35 -1.90 -1.75
C 2.41 -1.68 -1.03
N 2.41 -1.67 0.32
S 3.85 -1.42 -1.98
H 3.63 0.04 -6.29
H 3.93 0.60 -4.65
H 2.28 0.34 -5.19
H 4.36 -1.88 -4.86
H 2.71 -2.12 -5.40
H 1.46 -1.47 0.75
H 3.17 -1.17 0.75
C 1.63 -1.00 3.83
C 0.17 -1.41 3.99
C -0.40 -1.95 2.74
N -0.89 -2.91 2.20
H 2.05 -0.71 4.80
H 1.70 -0.15 3.15
H 2.22 -1.82 3.43
H -0.43 -0.54 4.27
H 0.06 -2.15 4.79
*
```

=====

Formula: C16H19N7O3
Source: OMol25
Level of theory: ωB97M-V/def2-TZVPD

Values from the calculation:
E_HOMO = -8.903 eV
structure (SMILES) = CCOC(=O)c1nnn(-c2nonc2N)c1CN(C)Cc1ccccc1
E_tot = -1230.027723 a.u.
relative energy (zero: lowest compared OMol25 entry of this formula, charge and spin) = 0.0 kcal/mol

```
! wB97M-V def2-TZVPD RIJCOSX def2/J DEFGRID3
* xyz 0 1
C -4.72 -0.02 -0.25
C -4.17 -0.75 0.96
H -4.62 -0.35 1.88
H -4.36 -1.83 0.89
O -2.75 -0.63 1.05
C -2.29 0.51 1.61
O -2.99 1.37 2.05
C -0.81 0.54 1.60
C 0.13 -0.41 1.23
N 1.31 0.22 1.41
C 2.59 -0.22 1.20
N 2.97 -1.45 1.03
O 4.29 -1.43 0.88
N 4.79 -0.17 0.95
C 3.77 0.63 1.16
N 3.79 1.96 1.25
H 4.68 2.42 1.34
H 2.94 2.41 1.56
N 1.09 1.48 1.85
N -0.15 1.67 1.97
C 0.03 -1.81 0.74
N 0.54 -1.93 -0.62
C 0.67 -3.31 -1.00
H 1.36 -3.80 -0.31
H 1.10 -3.37 -2.00
H -0.28 -3.86 -0.99
C -0.26 -1.14 -1.56
C 0.18 0.30 -1.55
C -0.72 1.34 -1.41
C -0.28 2.65 -1.36
C 1.07 2.93 -1.46
C 1.98 1.90 -1.62
C 1.54 0.59 -1.67
H 2.24 -0.22 -1.80
H 3.03 2.11 -1.71
H 1.41 3.95 -1.41
H -0.99 3.45 -1.23
H -1.78 1.12 -1.31
H -0.09 -1.55 -2.56
H -1.34 -1.22 -1.35
H 0.67 -2.44 1.37
H -1.01 -2.14 0.83
H -5.79 -0.18 -0.32
H -4.53 1.05 -0.16
H -4.25 -0.39 -1.16
*
```

=====

Formula: C16H20AsCl3GeO6RuS
Source: OMol25
Level of theory: ωB97M-V/def2-TZVPD

Values from the calculation:
E_HOMO = -8.615 eV
E_tot = -7259.628578 a.u.
relative energy (zero: lowest compared OMol25 entry of this formula, charge and spin) = 10.6 kcal/mol

```
! wB97M-V def2-TZVPD RIJCOSX def2/J DEFGRID3
* xyz 0 1
Ru 0.59 0.49 0.56
C -0.68 -0.38 2.19
C -0.48 0.96 2.59
C 0.91 1.10 2.78
C 1.59 -0.16 2.44
C 0.60 -1.06 2.06
C 0.76 -2.52 1.78
C 3.04 -0.42 2.64
C 1.55 2.32 3.34
C -1.52 1.99 2.86
C -2.00 -1.05 1.99
H 0.09 -2.85 0.99
H 0.52 -3.10 2.67
H 1.78 -2.76 1.48
H 3.66 0.38 2.24
H 3.35 -1.35 2.18
H 3.23 -0.48 3.72
H 1.97 2.95 2.55
H 2.37 2.05 4.00
H 0.82 2.91 3.90
H -1.21 2.96 2.46
H -1.70 2.11 3.93
H -2.45 1.73 2.36
H -2.10 -1.44 0.98
H -2.82 -0.36 2.16
H -2.07 -1.89 2.69
O -2.46 2.58 -2.16
As -1.56 1.24 -1.49
O -2.30 0.91 -0.06
O 0.08 1.58 -1.17
C -1.46 0.16 -3.08
C -1.93 0.72 -4.26
C -1.70 0.09 -5.48
C -0.97 -1.09 -5.53
C -0.50 -1.66 -4.37
C -0.73 -1.03 -3.15
S -0.07 -1.87 -1.74
O 1.43 -1.78 -1.85
O -0.52 -3.22 -1.77
O -0.48 -1.09 -0.55
H -2.81 3.06 -1.39
H -2.49 1.64 -4.23
H -2.07 0.54 -6.39
H -0.78 -1.57 -6.48
H 0.06 -2.59 -4.40
Cl 4.06 -1.22 -0.48
Ge 2.24 -0.21 -1.03
Cl 2.74 0.76 -2.87
Cl 2.43 1.91 0.40
*
```

=====

Formula: C16H20B2F20O8Sn2
Source: OMol25
Level of theory: ωB97M-V/def2-TZVPD

Values from the calculation:
E_HOMO = -16.176 eV
E_tot = -3699.066557 a.u.
relative energy (zero: lowest compared OMol25 entry of this formula, charge and spin) = 23.6 kcal/mol

```
! wB97M-V def2-TZVPD RIJCOSX def2/J DEFGRID3
* xyz 2 1
Sn 5.89 -11.61 -27.99
Sn 4.91 -10.32 -22.88
B 4.89 -12.88 -25.01
F 3.94 -11.86 -25.01
F 4.64 -13.76 -26.07
F 6.15 -12.27 -25.23
F 4.91 -13.48 -23.77
B 4.60 -8.95 -26.04
F 4.68 -7.79 -26.79
F 3.90 -9.95 -26.77
F 5.88 -9.46 -25.86
F 3.86 -8.72 -24.86
C 1.54 -7.44 -29.63
C 2.78 -8.29 -29.80
O 2.91 -8.76 -31.15
C 3.61 -9.78 -31.46
O 4.13 -10.56 -30.68
C 3.71 -9.98 -33.00
F 2.65 -9.49 -33.62
F 4.80 -9.41 -33.50
F 3.78 -11.30 -33.20
H 0.65 -8.04 -29.81
H 1.61 -6.58 -30.30
H 1.54 -7.10 -28.59
H 2.78 -9.12 -29.11
H 3.63 -7.64 -29.57
C 8.68 -5.66 -27.40
C 8.15 -7.01 -27.89
O 8.09 -7.05 -29.33
C 7.39 -8.02 -29.86
O 6.81 -8.88 -29.23
C 7.43 -8.06 -31.41
F 7.71 -9.30 -31.79
F 6.25 -7.72 -31.90
F 8.38 -7.25 -31.86
H 9.10 -5.79 -26.40
H 7.85 -4.96 -27.36
H 9.46 -5.32 -28.08
H 7.13 -7.19 -27.55
H 8.81 -7.85 -27.63
C -0.49 -8.53 -25.70
C 0.49 -7.81 -24.78
O 0.23 -8.17 -23.40
C 0.97 -9.02 -22.73
O 2.04 -9.44 -23.10
C 0.32 -9.44 -21.40
F -0.40 -8.52 -20.81
F -0.47 -10.49 -21.67
F 1.28 -9.84 -20.56
H -1.47 -8.12 -25.46
H -0.47 -9.61 -25.58
H -0.29 -8.27 -26.74
H 0.42 -6.73 -24.78
H 1.51 -8.09 -25.04
C 5.60 -4.64 -25.11
C 5.95 -6.04 -24.69
O 6.81 -5.93 -23.56
C 7.45 -6.99 -23.12
O 7.30 -8.14 -23.47
C 8.45 -6.69 -21.98
F 9.68 -6.81 -22.43
F 8.28 -5.42 -21.57
F 8.19 -7.46 -20.94
H 5.54 -3.96 -24.26
H 4.62 -4.53 -25.57
H 6.34 -4.18 -25.77
H 6.37 -6.65 -25.49
H 5.06 -6.62 -24.43
*
```

=====

Formula: C16H20BN10Pd
Source: OMol25
Level of theory: ωB97M-V/def2-TZVPD

Values from the calculation:
E_HOMO = -10.638 eV
E_tot = -1321.886794 a.u.

```
! wB97M-V def2-TZVPD RIJCOSX def2/J DEFGRID3
* xyz 1 1
Pd 0.14 0.18 -0.80
N 3.88 1.76 -0.76
C 4.37 0.47 -0.79
C 3.30 -0.35 -0.94
N 2.16 0.42 -1.03
C 2.54 1.68 -0.90
C 1.48 2.67 -0.84
N 0.25 2.21 -0.86
C -0.59 3.29 -0.74
C 0.16 4.42 -0.66
N 1.48 4.01 -0.72
H 4.43 2.59 -0.65
H 5.42 0.26 -0.71
H 3.26 -1.42 -1.03
H -1.66 3.17 -0.72
H -0.11 5.45 -0.57
H 2.28 4.63 -0.70
B -2.36 0.02 1.97
N -2.62 0.07 0.38
C -3.89 0.05 -0.03
C -3.94 0.13 -1.41
C -2.61 0.20 -1.79
N -1.83 0.16 -0.71
N -0.87 0.10 2.43
C -0.50 0.09 3.72
C 0.88 0.15 3.79
C 1.27 0.19 2.45
N 0.21 0.17 1.64
H -2.95 0.96 2.43
H -2.82 -1.04 2.34
H -4.68 -0.01 0.70
H -4.81 0.14 -2.04
H -2.17 0.26 -2.77
H -1.25 0.04 4.50
H 1.49 0.16 4.67
H 2.27 0.23 2.03
C -0.38 -3.00 0.97
C -0.15 -2.91 -0.49
N 0.10 -1.84 -1.23
C 0.22 -2.27 -2.54
C 0.03 -3.61 -2.60
N -0.20 -4.00 -1.29
H -0.33 -2.01 1.41
H 0.38 -3.63 1.44
H -1.36 -3.42 1.18
H 0.42 -1.58 -3.35
H 0.04 -4.31 -3.41
H -0.38 -4.93 -0.98
*
```

=====

Formula: C16H20Br2NO6
Source: OMol25
Level of theory: ωB97M-V/def2-TZVPD

Values from the calculation:
E_HOMO = -2.545 eV
E_tot = -6275.779265 a.u.

```
! wB97M-V def2-TZVPD RIJCOSX def2/J DEFGRID3
* xyz -1 1
C -0.51 3.03 -3.47
C -0.97 1.60 -3.21
C -1.63 1.00 -4.44
C 0.16 0.75 -2.67
C 0.47 1.05 -1.19
C 0.56 -0.10 -0.26
C -0.51 -0.96 -0.03
Br -2.10 -0.63 -0.96
C -0.45 -2.00 0.86
C -1.58 -2.93 1.12
C -2.69 -2.34 1.96
O -3.71 -2.94 2.14
C 0.73 -2.13 1.55
C 1.78 -1.26 1.37
C 3.02 -1.40 2.19
C 3.07 -0.40 3.33
O 3.53 -1.04 4.53
C 4.58 -0.47 5.14
O 4.77 -0.55 6.31
N 1.68 -0.29 0.46
Br 3.22 1.10 0.40
H -1.38 3.68 -3.49
H 0.09 3.38 -2.63
H 0.04 3.12 -4.39
H -1.75 1.67 -2.46
H -2.66 1.33 -4.48
H -1.15 1.31 -5.37
H -1.66 -0.08 -4.37
H 1.06 0.89 -3.26
H -0.11 -0.30 -2.75
H 1.38 1.62 -1.15
H -0.31 1.70 -0.79
H -2.03 -3.23 0.19
H -1.18 -3.80 1.63
H -2.53 -1.35 2.40
H 0.83 -2.93 2.27
H 3.91 -1.35 1.58
H 2.99 -2.39 2.65
H 3.69 0.46 3.08
H 2.08 -0.01 3.53
H 5.26 0.03 4.45
C -5.05 1.79 -0.43
O -6.29 1.66 -0.32
O -4.46 1.99 -1.56
O -4.24 1.74 0.57
*
```

=====

Formula: C16H20CeN4O4
Source: OMol25
Level of theory: ωB97M-V/def2-TZVPD

Values from the calculation:
E_HOMO (alpha / beta) = -22.547 / -22.547 eV
E_tot = -1615.335557 a.u.
relative energy (zero: lowest compared OMol25 entry of this formula, charge and spin) = 0.0 kcal/mol

```
! wB97M-V def2-TZVPD RIJCOSX def2/J DEFGRID3
* xyz 4 1
N 0.63 2.14 -0.40
C 0.70 3.30 -0.31
C 0.69 4.73 -0.17
H -0.36 5.08 -0.21
H 1.25 5.20 -0.98
H 1.14 5.02 0.80
N 2.13 -1.53 -0.53
C 3.10 -2.16 -0.61
C 4.28 -2.92 -0.83
H 4.88 -2.42 -1.61
H 4.00 -3.93 -1.16
H 4.86 -2.99 0.11
N -1.81 -1.71 -0.48
C -2.86 -2.19 -0.34
C -4.18 -2.72 -0.16
H -4.18 -3.51 0.61
H -4.55 -3.14 -1.10
H -4.86 -1.91 0.15
Ce 0.11 -0.23 -0.48
C 0.41 -2.46 1.59
O 0.53 -3.12 2.53
C 2.24 0.45 1.65
O 3.07 0.61 2.43
C 0.87 0.99 -3.16
C -0.53 1.06 -3.03
C -1.30 -0.13 -3.03
C -0.66 -1.38 -3.17
C 0.74 -1.44 -3.28
C 1.50 -0.27 -3.28
H 1.47 1.90 -3.20
H -1.02 2.03 -2.98
H -2.39 -0.08 -2.98
H -1.25 -2.30 -3.21
H 1.24 -2.42 -3.39
H 2.59 -0.33 -3.39
N -1.22 1.93 4.65
C -1.87 1.15 3.56
C -0.73 0.50 2.81
O 0.35 0.37 3.41
O -0.95 0.22 1.55
H -0.49 1.34 5.10
H -1.86 2.29 5.36
H -0.74 2.74 4.25
H -2.54 0.44 4.03
H -2.42 1.80 2.90
*
```

=====

Number 1: molecular weight 397.478 g mol⁻¹. Number 2: molecular weight 449.856 g mol⁻¹. Number 3: molecular weight 357.374 g mol⁻¹. Number 4: molecular weight 695.358 g mol⁻¹. Number 5: molecular weight 979.334 g mol⁻¹. Number 6: molecular weight 469.638 g mol⁻¹. Number 7: molecular weight 482.145 g mol⁻¹. Number 8: molecular weight 472.476 g mol⁻¹.